DFT (ωB97M-V with the def2-TZVPD basis set) results for a cluster of 2 separate species, C2H10O2Si2 in total at a distorted geometry.

SMILES string   C[Si](C)=O.O[SiH3]
Total energy   -22086.721 eV
Energy above the lowest of the compared OMol25 structures with the same formula, charge and spin   351.9 kJ/mol
HOMO-LUMO gap   0.350 hartree

```
! wB97M-V def2-TZVPD RIJCOSX def2/J DEFGRID3
* xyz 0 1
C -2.20 1.10 -1.71
Si -1.31 0.54 -0.16
C -2.43 -0.80 0.40
O 0.00 1.04 0.39
H -3.30 1.41 -1.36
H -1.70 2.02 -2.13
H -2.23 0.29 -2.46
H -3.16 -1.05 -0.42
H -1.93 -1.58 0.91
H -3.15 -0.52 1.19
O 2.50 0.09 -0.19
Si 3.90 0.81 -0.14
H 1.73 0.43 0.20
H 4.06 2.15 0.51
H 4.77 0.52 -1.30
H 4.68 -0.09 0.95
*
```